22
Properties=species:S:1:pos:R:3:forces:R:3 method="wB97M-V/def2-TZVPD" e_tot_ev=-11910.55238 largest_force_ev_per_a=3.32 relative_energy_ev=4.064
C 1.672 0.045 0.422 -1.114 -1.470 -1.245
C 0.026 2.001 0.890 -0.264 -0.068 -0.252
C 0.341 0.532 1.039 0.428 0.009 3.295
N 1.454 -1.447 0.190 1.205 0.025 0.422
O 2.007 0.581 -0.805 -0.028 0.294 0.286
N -0.194 -0.092 2.064 0.579 0.622 -2.223
H 1.199 0.531 -1.391 0.071 0.048 -0.091
H 2.500 0.178 1.123 -0.168 0.200 -0.042
H 1.673 -1.961 1.041 -0.248 -0.143 -0.112
H 2.141 -1.745 -0.502 -0.068 0.135 0.044
H 0.135 -1.065 2.085 -0.029 0.351 0.214
H 0.466 2.453 0.001 -0.026 -0.170 0.005
H 0.399 2.537 1.767 -0.034 -0.115 -0.042
H -1.058 2.126 0.856 0.076 0.055 0.045
C -2.345 -0.776 -0.748 -0.053 -0.077 0.139
C -0.898 -0.452 -0.926 1.800 -2.073 -0.911
N -0.429 0.183 -1.946 -0.262 -0.770 -0.017
H -1.116 0.287 -2.708 -0.044 0.765 0.472
H 0.170 -1.356 -0.398 -1.714 2.283 0.029
H -2.809 -0.026 -0.101 0.005 -0.056 0.037
H -2.885 -0.790 -1.700 0.002 0.051 -0.014
H -2.449 -1.745 -0.252 -0.114 0.106 -0.037